[1]
# C4H8O2

An isolated molecule of C4H8O2 (ωB97M-V with the def2-TZVPD basis set, OMol25).

Positions of all 14 atoms, in Å:
1 C 1.718 -0.357 -0.497
2 O 0.289 -0.193 -0.610
3 C -0.278 1.112 -0.118
4 C -1.602 0.344 0.411
5 C -0.714 -0.947 0.303
6 O -2.080 0.578 1.571
7 H 2.191 0.438 -1.080
8 H 2.016 -0.279 0.553
9 H 1.979 -1.331 -0.912
10 H -0.282 1.818 -0.951
11 H 0.340 1.441 0.724
12 H -2.288 0.351 -0.486
13 H -0.215 -1.109 1.262
14 H -1.075 -1.866 -0.168

Calculated values
Strongest force on any atom   0.83 eV/A
ΔE to the lowest compared entry with this formula, charge and spin   505.9 kJ/mol
Lowest unoccupied orbital energy   0.4 eV
HOMO energy   -7.339 eV
Molar mass   88.106 g/mol
Orbital gap   7.7 eV
E_tot   -307.51973 Eh


[2]
# C4H8O2

An isolated molecule of C4H8O2 (ωB97M-V with the def2-TZVPD basis set, OMol25).

Positions of all 14 atoms, in Å:
1 C -1.358 0.288 -0.149
2 C -0.791 -1.123 -0.162
3 O 0.350 -1.191 0.674
4 C 1.336 -0.297 0.192
5 C 0.796 1.127 0.142
6 O -0.384 1.193 -0.637
7 H -2.228 0.366 -0.807
8 H -1.660 0.577 0.872
9 H -1.508 -1.873 0.182
10 H -0.512 -1.376 -1.198
11 H 2.198 -0.363 0.864
12 H 1.650 -0.610 -0.817
13 H 0.591 1.476 1.168
14 H 1.519 1.804 -0.323

Calculated values
Strongest force on any atom   0.25 eV/A
ΔE to the lowest compared entry with this formula, charge and spin   142.9 kJ/mol
Lowest unoccupied orbital energy   1.1 eV
HOMO energy   -9.368 eV
SMILES string   C1COCCO1
Molar mass   88.106 g/mol
Orbital gap   10.5 eV
E_tot   -307.65802 Eh


[3]
# C4H8O2

A cluster of 2 separate species, C4H8O2 in total in a non-equilibrium geometry (ωB97M-V with the def2-TZVPD basis set, OMol25).

Positions of all 14 atoms, in Å:
1 C -1.408 0.361 -0.156
2 C -2.808 0.746 0.008
3 C 2.012 -1.196 -0.350
4 C 1.665 0.283 -0.133
5 O -0.591 0.338 0.737
6 O 2.266 0.857 0.857
7 H -3.058 1.012 0.975
8 H -3.404 0.033 -0.485
9 H -2.909 1.620 -0.587
10 H 2.311 -1.595 0.588
11 H 2.878 -1.263 -0.975
12 H 1.119 -1.698 -0.758
13 H -1.093 0.151 -1.187
14 H 3.020 0.351 1.465

Calculated values
Strongest force on any atom   2.99 eV/A
ΔE to the lowest compared entry with this formula, charge and spin   437.3 kJ/mol
Lowest unoccupied orbital energy   1.0 eV
HOMO energy   -7.521 eV
Molar mass   88.106 g/mol
Orbital gap   8.6 eV
E_tot   -307.54587 Eh


[4]
# C4H8O2

An isolated molecule of C4H8O2 (ωB97M-V with the def2-TZVPD basis set, OMol25).

Positions of all 14 atoms, in Å:
1 O 0.959 2.066 0.812
2 C -0.022 1.386 0.060
3 C -0.331 0.022 0.622
4 C -1.095 -0.941 -0.253
5 C 0.351 -1.188 0.034
6 O 1.342 -1.049 -0.943
7 H 1.646 1.424 1.028
8 H 0.277 1.279 -0.998
9 H -0.914 2.020 0.078
10 H -0.525 0.008 1.693
11 H -1.357 -0.570 -1.244
12 H -1.846 -1.589 0.188
13 H 0.592 -2.001 0.714
14 H 0.924 -0.868 -1.791

Calculated values
Strongest force on any atom   0.43 eV/A
ΔE to the lowest compared entry with this formula, charge and spin   191.1 kJ/mol
Lowest unoccupied orbital energy   0.9 eV
HOMO energy   -9.829 eV
SMILES string   OC[C@H]1C[C@H]1O
Molar mass   88.106 g/mol
Orbital gap   10.8 eV
E_tot   -307.63966 Eh


[5]
# C4H8O2

An isolated molecule of C4H8O2 (ωB97M-V with the def2-TZVPD basis set, OMol25).

Positions of all 14 atoms, in Å:
1 C 1.723 0.315 0.778
2 O 0.836 1.313 0.328
3 C -0.525 0.940 0.377
4 C -0.902 0.124 -0.838
5 C -0.916 -1.340 -0.816
6 O -2.125 -0.598 -0.774
7 H 1.323 -0.691 0.595
8 H 2.665 0.415 0.231
9 H 1.927 0.430 1.853
10 H -0.769 0.373 1.286
11 H -1.110 1.865 0.404
12 H -0.726 0.624 -1.792
13 H -0.673 -1.875 0.104
14 H -0.728 -1.895 -1.735

Calculated values
Strongest force on any atom   0.35 eV/A
ΔE to the lowest compared entry with this formula, charge and spin   252.8 kJ/mol
Lowest unoccupied orbital energy   1.0 eV
HOMO energy   -9.941 eV
SMILES string   COC[C@H]1CO1
Molar mass   88.106 g/mol
Orbital gap   11.0 eV
E_tot   -307.61615 Eh


[6]
# C4H8O2

A cluster of 2 separate species, C4H8O2 in total in a non-equilibrium geometry (ωB97M-V with the def2-TZVPD basis set, OMol25).

Positions of all 14 atoms, in Å:
1 C -1.323 2.091 -0.608
2 C -0.224 1.402 -0.969
3 C 0.599 0.680 0.028
4 C 1.336 -0.351 -0.196
5 O 1.771 -1.017 0.965
6 H -1.894 2.657 -1.373
7 H -1.941 1.703 0.387
8 H 0.278 1.521 -1.876
9 H 0.393 1.026 1.119
10 H 1.752 -0.726 -1.129
11 H 1.139 -1.824 1.136
12 O -0.333 -2.491 0.551
13 H -0.666 -2.964 1.344
14 H -0.887 -1.707 0.621

Calculated values
Strongest force on any atom   4.62 eV/A
ΔE to the lowest compared entry with this formula, charge and spin   310.0 kJ/mol
Lowest unoccupied orbital energy   0.5 eV
HOMO energy   -8.695 eV
SMILES string   C=C/C=C/O.O
Molar mass   88.106 g/mol
Orbital gap   9.2 eV
E_tot   -307.59437 Eh


[7]
# C4H8O2

An isolated molecule of C4H8O2 (ωB97M-V with the def2-TZVPD basis set, OMol25).

Positions of all 14 atoms, in Å:
1 C -1.577 1.442 -0.310
2 C -0.795 -1.273 0.182
3 C 0.136 -0.151 -0.044
4 O -0.288 1.055 -0.155
5 C 1.607 -0.341 0.163
6 O 2.370 0.832 0.118
7 H -1.670 2.520 -0.322
8 H -1.776 -0.849 0.437
9 H -2.151 0.885 -1.038
10 H -0.915 -1.952 -0.665
11 H -0.406 -1.856 1.026
12 H 1.739 -0.864 1.130
13 H 1.962 -1.032 -0.619
14 H 1.765 1.585 0.097

Calculated values
Strongest force on any atom   0.97 eV/A
ΔE to the lowest compared entry with this formula, charge and spin   424.9 kJ/mol
Lowest unoccupied orbital energy (spin up / spin down)   0.6 / 0.8 eV
HOMO energy (spin up / spin down)   -6.900 / -7.666 eV
Molar mass   88.106 g/mol
Orbital gap (spin up / spin down)   7.5 / 8.5 eV
E_tot   -307.55060 Eh


[8]
# C4H8O2

A cluster of 2 separate species, C4H8O2 in total (ωB97M-V with the def2-TZVPD basis set, OMol25).

Positions of all 14 atoms, in Å:
1 C 1.156 -0.710 -0.674
2 C -0.286 -0.404 -0.919
3 C -0.950 0.734 -0.659
4 C -0.367 1.938 -0.034
5 O 0.658 1.973 0.620
6 H 1.225 -1.567 0.006
7 H 1.635 -0.995 -1.618
8 H 1.687 0.132 -0.230
9 H -0.856 -1.209 -1.386
10 H -1.996 0.824 -0.948
11 H -0.958 2.866 -0.186
12 O -0.455 -1.260 2.051
13 H -1.317 -1.342 1.626
14 H -0.190 -0.351 1.859

Calculated values
Strongest force on any atom   0.52 eV/A
ΔE to the lowest compared entry with this formula, charge and spin   152.1 kJ/mol
Lowest unoccupied orbital energy   0.1 eV
HOMO energy   -10.045 eV
SMILES string   C/C=C\C=O.O
Molar mass   88.106 g/mol
Orbital gap   10.1 eV
E_tot   -307.65451 Eh


[9]
# C4H8O2

An isolated molecule of C4H8O2 (ωB97M-V with the def2-TZVPD basis set, OMol25).

Positions of all 14 atoms, in Å:
1 C 1.625 -0.050 -0.201
2 C 0.641 -0.034 0.951
3 C -0.631 0.636 0.627
4 O -0.839 1.366 -0.576
5 C -0.959 -0.850 0.387
6 O -1.221 -1.151 -0.927
7 H 2.416 -0.789 -0.043
8 H 1.207 -0.204 -1.208
9 H 2.116 0.935 -0.183
10 H 0.038 -1.359 0.769
11 H -1.176 1.126 1.433
12 H 0.021 1.641 -0.920
13 H -1.657 -1.274 1.112
14 H -1.345 -0.285 -1.363

Calculated values
Strongest force on any atom   0.31 eV/A
ΔE to the lowest compared entry with this formula, charge and spin   460.1 kJ/mol
Lowest unoccupied orbital energy   0.7 eV
HOMO energy   -8.316 eV
Molar mass   88.106 g/mol
Orbital gap   9.0 eV
E_tot   -307.53719 Eh


[10]
# C4H8O2

A structure of composition C4H8O2 in a non-equilibrium geometry (ωB97M-V with the def2-TZVPD basis set, OMol25).

Positions of all 14 atoms, in Å:
1 C -0.121 0.049 0.266
2 C 0.991 -1.335 -0.443
3 C 0.641 1.318 0.522
4 C -1.839 0.081 -0.240
5 O -0.674 -0.111 -1.110
6 O -2.557 -0.773 0.238
7 H -0.278 -0.631 1.099
8 H -2.201 1.059 -0.602
9 H 0.384 -2.230 -0.489
10 H 1.719 -1.360 0.360
11 H 1.403 -1.019 -1.391
12 H 0.268 1.806 1.423
13 H 1.705 1.135 0.683
14 H 0.560 2.009 -0.316

Calculated values
Strongest force on any atom   6.59 eV/A
ΔE to the lowest compared entry with this formula, charge and spin   519.0 kJ/mol
Lowest unoccupied orbital energy   0.0 eV
HOMO energy   -8.968 eV
Molar mass   88.106 g/mol
Orbital gap   9.0 eV
E_tot   -307.51474 Eh


[11]
# C4H8O2

An isolated molecule of C4H8O2 in a non-equilibrium geometry (ωB97M-V with the def2-TZVPD basis set, OMol25).

Positions of all 14 atoms, in Å:
1 O 0.583 -1.171 -1.295
2 C -0.759 -0.910 -1.013
3 C -0.929 -0.391 0.447
4 C -0.090 0.865 0.557
5 C 1.325 0.823 0.882
6 O 1.067 1.073 -0.474
7 H 1.021 -0.270 -1.168
8 H -1.173 -0.130 -1.677
9 H -1.352 -1.823 -1.124
10 H -1.993 -0.186 0.648
11 H -0.602 -1.183 1.139
12 H -0.625 1.805 0.595
13 H 1.735 -0.162 1.102
14 H 1.791 1.659 1.379

Calculated values
Strongest force on any atom   1.46 eV/A
ΔE to the lowest compared entry with this formula, charge and spin   245.3 kJ/mol
Lowest unoccupied orbital energy   1.0 eV
HOMO energy   -9.659 eV
SMILES string   OCC[C@H]1CO1
Molar mass   88.106 g/mol
Orbital gap   10.7 eV
E_tot   -307.61902 Eh


[12]
# C4H8O2

An isolated molecule of C4H8O2 in a non-equilibrium geometry (ωB97M-V with the def2-TZVPD basis set, OMol25).

Positions of all 14 atoms, in Å:
1 C -2.136 -0.020 -0.224
2 C -0.857 0.637 0.313
3 C 0.386 -0.173 -0.025
4 O 1.575 0.528 0.521
5 C 2.728 -0.101 0.174
6 O 2.725 -1.109 -0.500
7 H -2.286 -1.019 0.203
8 H -3.018 0.581 0.028
9 H -2.108 -0.123 -1.315
10 H -0.926 0.752 1.400
11 H -0.751 1.642 -0.110
12 H 0.335 -1.180 0.408
13 H 0.504 -0.290 -1.109
14 H 3.829 -0.125 0.237

Calculated values
Strongest force on any atom   3.78 eV/A
ΔE to the lowest compared entry with this formula, charge and spin   193.7 kJ/mol
Lowest unoccupied orbital energy   1.0 eV
HOMO energy   -10.043 eV
SMILES string   CCCOC=O
Molar mass   88.106 g/mol
Orbital gap   11.1 eV
E_tot   -307.63865 Eh


[13]
# C4H8O2

A structure of composition C4H8O2 in a non-equilibrium geometry (ωB97M-V with the def2-TZVPD basis set, OMol25).

Positions of all 14 atoms, in Å:
1 C -0.352 -1.633 0.003
2 C 0.000 -0.162 -0.170
3 C 1.399 0.165 0.338
4 O -0.938 0.626 0.555
5 C -1.374 2.141 -0.299
6 O -0.544 2.815 -0.736
7 H 0.331 -2.275 -0.567
8 H -0.284 -1.907 1.061
9 H -1.375 -1.828 -0.337
10 H -0.059 0.100 -1.243
11 H 1.621 1.227 0.191
12 H 2.158 -0.427 -0.184
13 H 1.461 -0.054 1.410
14 H -2.021 1.185 -0.018

Calculated values
Strongest force on any atom   1.36 eV/A
ΔE to the lowest compared entry with this formula, charge and spin   342.4 kJ/mol
Lowest unoccupied orbital energy   0.7 eV
HOMO energy   -9.685 eV
Molar mass   88.106 g/mol
Orbital gap   10.4 eV
E_tot   -307.58204 Eh


[14]
# C4H8O2

A structure of composition C4H8O2 in a non-equilibrium geometry (ωB97M-V with the def2-TZVPD basis set, OMol25).

Positions of all 14 atoms, in Å:
1 C -1.820 -0.002 -0.487
2 O -1.520 -0.037 0.842
3 C -0.382 -0.780 1.023
4 C 0.879 -0.089 -0.237
5 O 1.605 -0.843 -0.843
6 C 1.298 1.331 0.113
7 H -2.634 0.744 -0.636
8 H -0.519 0.080 -0.891
9 H -2.049 -0.970 -0.950
10 H -0.133 -0.710 2.097
11 H -0.472 -1.814 0.661
12 H 2.148 1.193 0.794
13 H 0.495 1.854 0.633
14 H 1.649 1.939 -0.729

Calculated values
Strongest force on any atom   3.56 eV/A
ΔE to the lowest compared entry with this formula, charge and spin   380.4 kJ/mol
Lowest unoccupied orbital energy   0.4 eV
HOMO energy   -8.888 eV
Molar mass   88.106 g/mol
Orbital gap   9.3 eV
E_tot   -307.56756 Eh


[15]
# C4H8O2

A structure of composition C4H8O2 (ωB97M-V with the def2-TZVPD basis set, OMol25).

Positions of all 14 atoms, in Å:
1 C -0.666 -0.879 -0.354
2 C -0.497 0.319 -1.274
3 O 0.706 1.016 -0.968
4 C 1.168 0.731 0.330
5 C 0.049 0.114 1.137
6 O 0.336 -0.739 2.126
7 H -0.243 -1.140 1.026
8 H -0.034 -1.722 -0.678
9 H -1.712 -1.205 -0.277
10 H -0.444 0.030 -2.328
11 H -1.355 0.995 -1.157
12 H 1.489 1.661 0.818
13 H 2.016 0.034 0.315
14 H -0.813 0.785 1.282

Calculated values
Strongest force on any atom   0.92 eV/A
ΔE to the lowest compared entry with this formula, charge and spin   484.1 kJ/mol
Lowest unoccupied orbital energy   0.9 eV
HOMO energy   -9.399 eV
Molar mass   88.106 g/mol
Orbital gap   10.3 eV
E_tot   -307.52804 Eh


[16]
# C4H8O2

An isolated molecule of C4H8O2 (ωB97M-V with the def2-TZVPD basis set, OMol25).

Positions of all 14 atoms, in Å:
1 C 0.742 -1.350 0.652
2 C -1.241 -0.175 -1.244
3 O -2.432 -0.045 -0.723
4 C -0.375 1.021 -0.877
5 O 0.970 0.744 -0.631
6 C 1.202 0.101 0.611
7 H 1.223 -1.929 -0.142
8 H -0.339 -1.439 0.507
9 H 0.989 -1.796 1.624
10 H -2.535 0.746 -0.138
11 H -0.811 1.626 -0.041
12 H -0.396 1.652 -1.780
13 H 0.721 0.679 1.418
14 H 2.282 0.163 0.764

Calculated values
Strongest force on any atom   0.37 eV/A
ΔE to the lowest compared entry with this formula, charge and spin   382.4 kJ/mol
Lowest unoccupied orbital energy   0.7 eV
HOMO energy   -8.746 eV
Molar mass   88.106 g/mol
Orbital gap   9.5 eV
E_tot   -307.56678 Eh


[17]
# C4H8O2

A structure of composition C4H8O2 in a non-equilibrium geometry (ωB97M-V with the def2-TZVPD basis set, OMol25).

Positions of all 14 atoms, in Å:
1 C -1.483 -0.293 -0.363
2 C -0.182 0.396 -0.360
3 O -0.350 1.525 0.408
4 C 0.709 -0.732 0.268
5 C 2.076 -0.145 0.470
6 O 3.101 -0.721 0.204
7 H -2.313 1.029 -0.417
8 H -1.592 -1.110 -1.100
9 H -1.835 -0.553 0.634
10 H 0.202 0.589 -1.382
11 H -1.551 1.691 0.073
12 H 0.795 -1.636 -0.360
13 H 0.316 -1.026 1.253
14 H 2.044 0.885 0.882

Calculated values
Strongest force on any atom   4.27 eV/A
ΔE to the lowest compared entry with this formula, charge and spin   441.1 kJ/mol
Lowest unoccupied orbital energy   0.1 eV
HOMO energy   -9.819 eV
Molar mass   88.106 g/mol
Orbital gap   9.9 eV
E_tot   -307.54442 Eh


[18]
# C4H8O2

An isolated molecule of C4H8O2 (ωB97M-V with the def2-TZVPD basis set, OMol25).

Positions of all 14 atoms, in Å:
1 C -2.238 0.562 -0.337
2 O -0.971 0.324 0.294
3 C 0.018 1.100 -0.103
4 C 1.274 0.538 0.518
5 C 1.563 -0.792 -0.211
6 O 0.808 -1.860 0.311
7 H -2.484 -0.325 -0.927
8 H -2.148 1.441 -0.977
9 H -2.986 0.707 0.445
10 H 1.375 -0.658 -1.290
11 H 1.174 0.320 1.590
12 H 2.097 1.243 0.369
13 H 2.615 -1.064 -0.097
14 H -0.098 -1.537 0.415

Calculated values
Strongest force on any atom   0.55 eV/A
ΔE to the lowest compared entry with this formula, charge and spin   361.1 kJ/mol
Lowest unoccupied orbital energy   0.8 eV
HOMO energy   -8.668 eV
Molar mass   88.106 g/mol
Orbital gap   9.4 eV
E_tot   -307.57489 Eh


[19]
# C4H8O2

An isolated molecule of C4H8O2 (ωB97M-V with the def2-TZVPD basis set, OMol25).

Positions of all 14 atoms, in Å:
1 C 1.584 1.073 0.099
2 C 1.021 0.669 -1.042
3 O -0.272 0.370 -1.299
4 C -1.176 0.226 -0.204
5 C -1.064 -1.152 0.435
6 O -0.035 -1.271 1.393
7 H 1.030 1.234 1.017
8 H 2.647 1.279 0.114
9 H 1.608 0.545 -1.950
10 H -1.027 1.013 0.545
11 H -2.168 0.355 -0.646
12 H -1.996 -1.377 0.964
13 H -0.956 -1.888 -0.378
14 H 0.804 -1.076 0.954

Calculated values
Strongest force on any atom   0.41 eV/A
ΔE to the lowest compared entry with this formula, charge and spin   187.6 kJ/mol
Lowest unoccupied orbital energy   1.0 eV
HOMO energy   -9.099 eV
SMILES string   C=COCCO
Molar mass   88.106 g/mol
Orbital gap   10.1 eV
E_tot   -307.64098 Eh


[20]
# C4H8O2

An isolated molecule of C4H8O2 (ωB97M-V with the def2-TZVPD basis set, OMol25).

Positions of all 14 atoms, in Å:
1 C -1.020 0.261 -1.037
2 C -0.049 0.480 0.100
3 O 0.118 1.824 0.463
4 C 0.065 -0.554 1.202
5 C 1.195 -0.337 0.226
6 O 1.607 -1.303 -0.688
7 H -2.049 0.482 -0.727
8 H -1.015 -0.777 -1.389
9 H -0.771 0.915 -1.879
10 H -0.653 2.083 0.986
11 H 0.204 -0.202 2.221
12 H -0.529 -1.461 1.104
13 H 2.055 0.208 0.603
14 H 0.842 -1.619 -1.185

Calculated values
Strongest force on any atom   0.36 eV/A
ΔE to the lowest compared entry with this formula, charge and spin   181.0 kJ/mol
Lowest unoccupied orbital energy   0.8 eV
HOMO energy   -9.470 eV
SMILES string   C[C@@]1(O)C[C@H]1O
Molar mass   88.106 g/mol
Orbital gap   10.3 eV
E_tot   -307.64351 Eh